C3H8GdO3 | ωB97M-V/def2-TZVPD

Results
- Charge: +1
- Multiplicity: 8
- ⟨S²⟩: 16.39
- Orbital gap (spin up / spin down): 0.2573 / 0.3036 Eh
- Strongest force on any atom: 0.093 Eh/bohr
- Lowest unoccupied orbital energy (spin up / spin down): -5.35 / -4.67 eV
- ΔE to the lowest compared entry with this formula, charge and spin: 20.1 kJ/mol

Element x y z (Å)
C (-3.17771, 0.11161, -0.37477)
O (-1.79591, -0.03441, -0.08018)
H (-3.75812, -0.33732, 0.44182)
H (-3.41924, 1.18060, -0.42478)
H (-3.43779, -0.37587, -1.32492)
C (1.06051, -0.99368, 0.16992)
O (2.33420, -0.51391, -0.32099)
C (2.81756, 0.69108, 0.27634)
O (2.10625, 1.78114, -0.14089)
Gd (0.10864, 1.27133, -0.60708)
H (-1.44607, -1.04807, 0.25513)
H (0.83048, -1.85990, -0.47096)
H (1.12256, -1.20293, 1.25543)
H (3.87837, 0.74201, -0.04045)
H (2.77628, 0.58830, 1.38636)

***

C3H8I2NO | ωB97M-V/def2-TZVPD

Results
- Charge: +1
- Orbital gap: 0.3219 Eh
- Strongest force on any atom: 0.077 Eh/bohr
- Lowest unoccupied orbital energy: -4.64 eV
- ΔE to the lowest compared entry with this formula, charge and spin: 64.5 kJ/mol

Element x y z (Å)
C (0.81409, -1.33883, 0.77572)
C (-0.98055, 0.08513, -0.06142)
C (-0.38333, -1.28438, -0.12099)
N (-0.19143, 1.20954, -0.79589)
O (-2.27722, 0.28536, -0.47665)
I (0.26978, -1.63119, -2.36054)
I (-1.85259, -2.78874, 0.44981)
H (1.28296, -2.29156, 0.70635)
H (1.52702, -0.51442, 0.81422)
H (0.36372, -1.17959, 1.80801)
H (-0.82784, 0.50272, 1.02566)
H (-0.96061, 1.80826, -1.09073)
H (0.43189, 1.92217, -0.40708)
H (0.30837, 0.73793, -1.63314)
H (-2.49138, -0.45472, -1.12752)

***

C3H8I2OSi | ωB97M-V/def2-TZVPD

Results
- Charge: 0
- Orbital gap: 0.2512 Eh
- Strongest force on any atom: 0.059 Eh/bohr
- Lowest unoccupied orbital energy: -0.99 eV
- ΔE to the lowest compared entry with this formula, charge and spin: 245.4 kJ/mol

Element x y z (Å)
C (-1.54446, -0.90746, 0.26160)
C (0.73757, 1.21374, -1.70140)
C (-0.71181, -0.40399, 1.38041)
O (1.11877, 1.37067, -0.32284)
Si (0.91517, 0.53766, 0.99291)
I (1.78410, -2.36212, -0.86730)
I (2.84785, 0.92287, 2.47167)
H (-1.75938, -0.00443, -0.49103)
H (-1.00692, -1.63762, -0.26376)
H (-2.43853, -1.44683, 0.69830)
H (0.83798, 2.17101, -2.22717)
H (-0.35513, 1.14611, -1.82164)
H (1.45336, 0.44946, -2.14762)
H (-0.50027, -1.21614, 1.97642)
H (-1.37829, 0.16707, 2.06144)

***

C3H8IN2 | ωB97M-V/def2-TZVPD

Results
- Charge: +1
- Orbital gap: 0.2746 Eh
- Strongest force on any atom: 0.118 Eh/bohr
- Lowest unoccupied orbital energy: -5.21 eV
- ΔE to the lowest compared entry with this formula, charge and spin: 61.5 kJ/mol

Element x y z (Å)
C (0.10380, -0.94466, -1.00603)
C (1.15807, -1.22955, -0.15734)
C (1.70826, -0.62604, 0.93207)
N (1.81364, 0.69736, 1.27569)
N (-0.56883, 0.25339, -1.23442)
I (-4.39707, 1.06870, 0.19155)
H (-0.27974, -1.71674, -1.65848)
H (-5.76464, 1.84524, 0.18620)
H (1.41903, -2.24718, -0.12525)
H (2.31358, -1.21778, 1.67877)
H (2.42580, 1.13970, 1.94000)
H (1.59558, 1.50256, 0.62293)
H (-1.14482, 0.46121, -1.96245)
H (-0.38264, 1.01380, -0.68323)

***

C3H8IN2O | ωB97M-V/def2-TZVPD

Results
- Charge: +1
- Orbital gap: 0.3098 Eh
- Strongest force on any atom: 0.086 Eh/bohr
- Lowest unoccupied orbital energy: -4.75 eV
- ΔE to the lowest compared entry with this formula, charge and spin: 230.4 kJ/mol

Element x y z (Å)
C (1.88374, 0.12256, -1.54944)
N (0.57515, 0.13602, -0.91170)
C (0.38158, -0.15432, 0.28209)
C (-0.88349, -0.00285, 0.98774)
N (-1.92134, 0.20019, 0.10352)
O (-1.24500, -0.98827, 1.84845)
I (-0.72471, -0.70791, 3.82814)
H (1.81539, -0.53092, -2.36033)
H (2.68583, -0.37610, -0.89310)
H (1.92633, 1.10362, -1.87914)
H (-0.17576, 0.36072, -1.67476)
H (1.35314, -0.27981, 0.72749)
H (-0.60229, 0.98366, 1.48711)
H (-2.38751, -0.55152, -0.42162)
H (-2.68106, 0.68493, 0.42554)

***

C3H8INOS | ωB97M-V/def2-TZVPD

Results
- Charge: 0
- Orbital gap (spin up / spin down): 0.3025 / 0.3047 Eh
- Strongest force on any atom: 0.079 Eh/bohr
- Lowest unoccupied orbital energy (spin up / spin down): -1.40 / -1.33 eV
- ΔE to the lowest compared entry with this formula, charge and spin: 485.5 kJ/mol

Element x y z (Å)
C (1.16767, 0.55708, 0.16248)
C (-1.05647, 0.75182, 1.13985)
C (-0.27649, 0.68927, -0.12526)
N (-0.22793, -2.10755, -0.35571)
O (1.27442, -0.64942, -2.61552)
S (-0.71323, -0.68926, -1.30174)
I (-0.83111, 2.28379, -1.28564)
H (1.84853, 0.49627, -0.62841)
H (1.32564, 1.54436, 0.82616)
H (1.34583, -0.35921, 0.69803)
H (-0.68801, 0.13982, 1.89845)
H (-0.98946, 1.74958, 1.71243)
H (-2.14538, 0.66889, 1.13572)
H (0.76719, -2.23464, -0.53755)
H (-0.80121, -2.84079, -0.72328)

***

C3H8N | ωB97M-V/def2-TZVPD

Results
- Charge: +1
- Orbital gap: 0.4617 Eh
- Strongest force on any atom: 0.119 Eh/bohr
- Lowest unoccupied orbital energy: -4.17 eV
- ΔE to the lowest compared entry with this formula, charge and spin: 232.2 kJ/mol

Element x y z (Å)
C (-0.48564, 0.77669, -1.04559)
C (-0.56399, 1.23344, 0.38035)
C (0.51048, -1.61934, 0.58984)
N (0.32165, 0.15165, -0.06227)
H (-1.44361, 0.42926, -1.50752)
H (0.14957, 1.29111, -1.73694)
H (-0.09948, 2.15710, 0.72725)
H (-1.40522, 0.99604, 0.90922)
H (0.76737, -1.44237, 1.61282)
H (-0.42676, -2.28939, 0.43301)
H (1.29503, -1.90719, -0.06914)
H (1.38059, 0.22300, -0.23103)

***

C3H8N | ωB97M-V/def2-TZVPD

Results
- Charge: +1
- Orbital gap: 0.4641 Eh
- Strongest force on any atom: 0.071 Eh/bohr
- Lowest unoccupied orbital energy: -5.04 eV
- ΔE to the lowest compared entry with this formula, charge and spin: 20.4 kJ/mol

Element x y z (Å)
C (-0.84401, 1.02709, 0.68259)
C (0.17440, 0.18225, -0.19522)
C (0.22086, -1.23375, 0.24428)
N (0.87850, 0.45709, -1.26606)
H (-0.75866, 0.65336, 1.78491)
H (-0.66475, 2.05213, 0.57577)
H (-1.94120, 0.84010, 0.44540)
H (-0.13880, -1.36062, 1.20231)
H (1.17063, -1.65326, 0.20965)
H (-0.29416, -1.95872, -0.49333)
H (0.94271, 1.40240, -1.53343)
H (1.25447, -0.40806, -1.65686)